Record 1
The following is a DFT calculation (wB97M-V/def2-TZVPD) of the molecule C4H4O4.

The structure (SMILES) is O=C(O)C1OC=CO1. The value obtained for the HOMO-LUMO gap is 8.860 eV. The calculation puts the molecular weight at 116.07 g mol⁻¹. The value obtained for the energy relative to the best compared isomer or geometry (same formula, charge and spin) is 91.20 kcal/mol. The multiplicity is 1.

CARTESIAN COORDINATES (ANGSTROEM)
O1 -0.4538 -1.9920 0.0627
C1 -0.6145 -0.9644 0.6537
O2 -1.6129 -0.5197 1.3854
C2 0.4074 0.0195 0.5055
O3 1.3092 -0.3096 -0.5183
C3 1.0712 0.7232 -1.4803
C4 0.2810 1.6676 -1.0182
O4 -0.1326 1.3260 0.2017
H1 -2.5458 -0.8310 1.3165
H2 1.0738 0.3828 1.3075
H3 1.4696 0.7720 -2.5240
H4 0.2514 2.9633 -1.1151

Record 2
The following is a DFT calculation (wB97M-V/def2-TZVPD) of a structure of composition C26H13AuN7O3S2.

The charge is -1. The value obtained for the HOMO-LUMO gap is 7.060 eV. The calculation puts the molecular weight at 732.54 g mol⁻¹. The value obtained for the energy relative to the best compared isomer or geometry (same formula, charge and spin) is 0.00 kcal/mol. The multiplicity is 1.

CARTESIAN COORDINATES (ANGSTROEM)
Au1 1.8150 1.1310 -0.2754
S1 4.0746 1.3911 -0.1405
C1 4.2642 2.3262 1.3234
C2 5.5156 2.4564 1.9113
C3 5.6672 3.1811 3.0875
C4 6.9716 3.3014 3.6749
N1 8.0176 3.3867 4.1440
C5 4.5498 3.7759 3.6886
C6 3.2998 3.6541 3.0941
C7 3.1508 2.9571 1.9014
S2 1.5874 2.9404 1.1098
C8 4.6759 4.4968 4.9239
N2 4.7733 5.0699 5.9155
H1 6.3809 1.9858 1.4633
H2 2.4383 4.1073 3.5667
O1 -1.2064 2.5380 0.6291
C9 -1.2854 1.5004 0.0113
N3 -2.4670 0.9271 -0.3989
C10 -2.2634 -0.4063 -0.9198
C11 -0.7156 -0.4402 -0.9930
O2 -0.1124 -1.3853 -1.4420
N4 -0.2236 0.7042 -0.4271
C12 -2.7808 -1.4523 0.0659
C13 -4.1550 -1.6748 0.1336
C14 -4.6854 -2.5480 1.0697
C15 -3.8434 -3.2151 1.9500
C16 -2.4760 -2.9981 1.8870
C17 -1.9430 -2.1206 0.9508
C18 -2.8263 -0.6029 -2.3192
C19 -3.2809 0.4718 -3.0710
C20 -3.7691 0.2725 -4.3570
C21 -3.7977 -1.0008 -4.9022
C22 -3.3295 -2.0767 -4.1579
C23 -2.8482 -1.8804 -2.8742
H3 -3.3039 1.1876 0.0961
H4 -4.8126 -1.1697 -0.5655
H5 -5.7552 -2.7106 1.1098
H6 -4.2526 -3.9035 2.6787
H7 -1.8102 -3.5106 2.5696
H8 -0.8710 -1.9715 0.9188
H9 -3.2464 1.4671 -2.6482
H10 -4.1225 1.1189 -4.9325
H11 -4.1776 -1.1563 -5.9042
H12 -3.3366 -3.0733 -4.5810
H13 -2.4726 -2.7162 -2.2987
O3 2.2167 -0.0371 -1.9697
N5 2.7369 -1.1969 -2.1017
C24 2.7708 -2.0357 -1.1105
C25 2.2340 -1.8013 0.2023
N6 1.7979 -1.6189 1.2513
C26 3.3701 -3.3124 -1.3730
N7 3.8620 -4.3333 -1.5653

Record 3
The following is a DFT calculation (wB97M-V/def2-TZVPD) of a structure of composition C2H6O2SSi.

The value obtained for the HOMO-LUMO gap is 10.088 eV. The calculation puts the molecular weight at 122.22 g mol⁻¹. The value obtained for the energy relative to the best compared isomer or geometry (same formula, charge and spin) is 26.20 kcal/mol. The multiplicity is 1.

CARTESIAN COORDINATES (ANGSTROEM)
C1 -0.6499 -0.7606 -0.1257
C2 -1.8859 -0.2988 -0.6552
O1 -0.2909 -1.6711 0.4705
O2 0.6245 0.4968 -0.2752
Si1 2.0342 0.2011 0.4063
S1 -2.1666 1.1628 0.3515
H1 -2.6365 -1.0042 -0.5520
H2 -1.6638 0.0865 -1.6009
H3 1.8302 -0.0295 1.7788
H4 2.8567 -0.8160 -0.2343
H5 2.7690 1.4392 0.1647
H6 -0.8211 1.1938 0.2715

Record 4
The following is a DFT calculation (wB97M-V/def2-TZVPD) of a cluster of 2 separate species, C2H10N2O in total.

The structure (SMILES) is NCCN.O. The value obtained for the HOMO-LUMO gap is 10.198 eV. The calculation puts the molecular weight at 78.12 g mol⁻¹. The value obtained for the energy relative to the best compared isomer or geometry (same formula, charge and spin) is 5.06 kcal/mol. The multiplicity is 1.

CARTESIAN COORDINATES (ANGSTROEM)
N1 1.5908 -0.6983 -1.7300
C1 0.6652 -0.0869 -0.8091
C2 0.8435 -0.5334 0.6339
N2 -0.1900 0.1218 1.5126
H1 2.2641 -0.0553 -2.1107
H2 2.0816 -1.4977 -1.3620
H3 0.8241 0.9966 -0.7683
H4 -0.3643 -0.2620 -1.1171
H5 1.8566 -0.2905 0.9611
H6 0.7626 -1.6148 0.7678
H7 0.2222 0.9732 1.8783
H8 -0.2491 -0.4802 2.3265
O1 -2.6680 1.0667 0.2643
H9 -1.8624 0.6887 0.6673
H10 -2.7468 0.6848 -0.6211

Asked for largest force on an atom across the records above, the calculation gives 5.9 0.6 4.9 1.3 eV Å⁻¹ in order.